1.
{"formula": "CH3F3P2", "method": "ωB97M-V with the def2-TZVPD basis set", "elements": ["F", "C", "F", "P", "H", "F", "P", "H", "H"], "positions_angstrom": [[0.856113, 0.683427, -0.087807], [0.710668, 1.243321, 1.144783], [-0.596856, 1.527932, 1.346378], [1.948032, 1.423358, 2.283277], [2.771026, 0.625300, 1.505035], [-0.508259, -1.468179, -0.603622], [-1.994746, -1.369910, -1.308928], [-1.542078, -0.141955, -2.108552], [-1.643899, -2.523294, -2.170565]], "forces_ev_per_a": [[-0.44, 0.94, 1.64], [-0.55, -0.90, -0.78], [1.63, -0.03, -0.48], [-1.08, 0.23, 0.14], [0.52, -0.08, -0.51], [-0.83, -0.10, 0.29], [2.07, 0.44, -0.58], [-0.78, -1.77, 0.31], [-0.55, 1.29, -0.02]], "mulliken_charge": [-0.1800, 0.4369, -0.1859, -0.1098, 0.0346, -0.2580, 0.1517, 0.0505, 0.0600], "lumo_ev": 0.221, "total_energy_ev": -27813.5170, "molar_mass_g_mol": 133.98, "multiplicity": 1, "smiles": "FC(F)=P.FP", "homo_energy_ev": -9.5832, "de_lowest_kcal_mol": 25.8}

2.
{"formula": "C7H13N2", "method": "ωB97M-V with the def2-TZVPD basis set", "elements": ["C", "N", "C", "C", "C", "C", "C", "N", "C", "H", "H", "H", "H", "H", "H", "H", "H", "H", "H", "H", "H", "H"], "positions_angstrom": [[1.943954, 1.430173, 1.446897], [0.915420, 0.673683, 1.366537], [0.941562, -0.760305, 1.595470], [0.297821, -1.391177, 0.345362], [-0.415577, -0.294425, -0.442974], [-1.819356, -0.415558, -1.020455], [-1.211901, 0.082985, -2.343828], [0.065595, 0.168250, -1.657324], [-0.316948, 1.033321, 0.831980], [1.858590, 2.485575, 1.240495], [2.905913, 1.033317, 1.726813], [0.340044, -0.977466, 2.482846], [1.957272, -1.111884, 1.769811], [1.058426, -1.849422, -0.288925], [-0.412254, -2.166823, 0.625846], [-2.576489, 0.225351, -0.582760], [-2.176455, -1.441908, -1.052020], [-1.241927, -0.643236, -3.157448], [-1.570237, 1.048033, -2.704514], [0.984306, 0.055333, -2.050814], [-0.370267, 2.020774, 0.395046], [-1.157493, 0.795410, 1.473961]], "forces_ev_per_a": [[-0.14, -0.07, -0.02], [1.23, 0.61, 0.48], [0.06, -1.22, 0.13], [0.11, -0.01, -0.12], [0.22, 1.95, 2.31], [-0.26, -0.14, 0.01], [-0.24, 0.11, -0.62], [0.73, 0.17, -0.47], [-1.67, -1.46, -2.26], [-0.18, 0.08, -0.05], [0.04, -0.25, 0.06], [0.11, 0.19, -0.05], [-0.03, 0.16, 0.06], [-0.03, -0.03, 0.05], [0.05, -0.02, 0.03], [-0.07, 0.00, 0.10], [-0.06, -0.02, -0.02], [-0.02, 0.04, 0.02], [-0.09, -0.07, -0.01], [-0.02, -0.16, 0.01], [0.13, 0.07, 0.00], [0.11, 0.07, 0.37]], "mulliken_charge": [-0.0599, 0.2610, -0.6620, -0.7538, 0.9359, -0.7485, -0.5694, -0.3310, -1.0614, 0.2697, 0.2470, 0.3071, 0.3390, 0.3434, 0.3545, 0.2821, 0.3234, 0.2959, 0.2546, 0.2361, 0.3801, 0.3562], "lumo_ev": [-4.381, -4.381], "total_energy_ev": -10441.5398, "molar_mass_g_mol": 125.19, "multiplicity": 1, "smiles": "C=[N+]1CC[C@@]2(CCN2)C1", "homo_energy_ev": [-12.2881, -12.2877], "de_lowest_kcal_mol": 61.3, "total_charge": 1}

3.
{"formula": "C50H70O15", "method": "ωB97M-V with the def2-TZVPD basis set", "elements": ["C", "C", "C", "O", "H", "C", "H", "H", "C", "C", "H", "H", "C", "O", "H", "H", "C", "C", "H", "H", "H", "O", "C", "C", "H", "H", "C", "O", "C", "C", "H", "H", "C", "C", "H", "H", "H", "O", "C", "C", "H", "H", "H", "C", "C", "H", "H", "C", "H", "O", "C", "C", "H", "H", "C", "C", "H", "H", "H", "O", "C", "C", "C", "C", "O", "O", "C", "C", "H", "C", "O", "C", "C", "H", "H", "C", "C", "H", "H", "H", "H", "C", "H", "O", "C", "C", "C", "O", "C", "C", "H", "H", "H", "C", "C", "C", "O", "C", "O", "C", "C", "H", "H", "C", "O", "H", "H", "H", "H", "H", "H", "H", "H", "H", "H", "H", "H", "H", "H", "H", "H", "C", "H", "H", "H", "H", "H", "H", "H", "H", "H", "H", "H", "H", "H"], "positions_angstrom": [[10.236139, 3.228588, 1.103338], [9.366180, 3.032828, 0.112567], [9.821302, 3.144791, -1.284010], [9.127707, 3.005043, -2.257439], [10.899601, 3.383227, -1.380997], [7.925382, 2.685319, 0.338016], [7.352824, 2.904026, -0.563827], [7.516280, 3.265162, 1.165826], [7.743337, 1.199971, 0.680128], [8.021629, 0.287672, -0.513243], [7.331575, 0.525457, -1.321664], [9.046448, 0.422819, -0.865943], [7.797583, -1.162363, -0.085200], [8.714719, -1.551117, 0.917134], [9.605017, -1.428755, 0.569765], [7.889484, -1.824716, -0.959909], [6.363255, -1.334626, 0.465682], [6.229323, -2.749755, 1.042065], [7.046244, -2.928314, 1.733689], [6.291425, -3.466357, 0.226485], [5.287583, -2.888462, 1.562434], [5.522708, -1.142827, -0.666320], [4.143448, -1.126035, -0.364168], [3.350782, -0.907947, -1.651706], [3.542304, -1.727879, -2.342792], [3.656765, 0.027970, -2.119388], [1.862569, -0.868405, -1.286482], [1.543937, -2.159009, -0.823588], [0.172886, -2.492365, -0.699152], [-0.189147, -3.659759, -1.615931], [0.400719, -4.538838, -1.363527], [0.024984, -3.382813, -2.649076], [-1.692955, -3.958685, -1.482751], [-2.001661, -5.218901, -2.307549], [-1.841182, -4.999300, -3.359753], [-3.024175, -5.555079, -2.176547], [-1.335401, -6.025611, -2.013458], [-2.333502, -2.805026, -2.008669], [-3.716362, -2.543674, -1.765515], [-4.603033, -3.298173, -2.768470], [-5.559574, -2.793461, -2.872689], [-4.111103, -3.313609, -3.737544], [-4.791572, -4.320776, -2.454922], [-3.820992, -1.024419, -2.018478], [-5.109772, -0.351163, -1.547754], [-5.964795, -1.024215, -1.627948], [-5.319289, 0.508007, -2.188192], [-5.057314, 0.189608, -0.111231], [-4.244991, 0.914055, -0.029644], [-6.312111, 0.817088, 0.115182], [-6.354420, 1.994404, 0.887091], [-6.086264, 3.288553, 0.080771], [-6.771777, 4.051337, 0.451508], [-6.329307, 3.091252, -0.964308], [-4.660476, 3.884119, 0.123864], [-4.751812, 5.378651, -0.219165], [-5.358465, 5.901622, 0.515505], [-5.206508, 5.491006, -1.200386], [-3.766992, 5.833485, -0.241758], [-3.914228, 3.208382, -0.885126], [-2.529819, 2.979409, -0.683530], [-1.881162, 3.081980, -2.047853], [-1.246224, 4.205820, -2.382547], [-1.225263, 5.393281, -1.516862], [-0.935403, 6.494695, -1.909627], [-1.617547, 5.232115, -0.238780], [-1.817279, 3.921961, 0.285865], [-2.570455, 4.068142, 1.610107], [-2.120605, 3.410935, 2.354130], [-4.053486, 3.691526, 1.523464], [-4.167273, 2.348637, 1.940573], [-5.503978, 1.964412, 2.171856], [-5.512066, 0.597570, 2.865525], [-5.293684, 0.759084, 3.922259], [-6.513181, 0.170237, 2.782351], [-4.470044, -0.380267, 2.320804], [-4.277019, -1.541353, 3.294804], [-3.533491, -2.224566, 2.894384], [-3.932791, -1.173422, 4.258108], [-5.212843, -2.078379, 3.441465], [-3.519333, 0.149410, 2.224588], [-4.846592, -0.928321, 0.935483], [-5.799907, -1.479279, 1.016323], [-3.811209, -1.808436, 0.559748], [-4.159417, -2.852909, -0.316676], [-3.550789, -4.159880, 0.206585], [-2.036366, -4.180924, 0.004588], [-1.529800, -3.192678, 0.873881], [-0.159848, -2.839754, 0.770556], [0.762398, -3.946856, 1.297752], [0.639328, -4.042136, 2.373401], [1.790630, -3.685207, 1.069049], [0.535236, -4.905220, 0.839794], [0.004891, -1.599070, 1.670921], [-0.595398, -0.375753, 1.030180], [0.197270, 0.470520, 0.129225], [-0.153533, 0.900538, 1.409865], [1.662351, 0.249717, -0.223817], [2.428032, -0.004689, 0.926665], [3.809527, -0.009826, 0.636162], [4.606599, -0.214739, 1.919106], [4.291186, -1.132987, 2.411771], [4.432011, 0.621587, 2.595149], [6.089914, -0.262561, 1.548080], [6.408281, 1.042471, 1.107923], [6.706149, -0.513551, 2.427257], [4.102083, 0.955630, 0.192303], [2.021345, 1.188706, -0.689850], [-0.322906, 0.989674, -0.677543], [-1.666301, -0.456362, 0.847317], [1.060338, -1.416195, 1.863674], [-0.510261, -1.799254, 2.611216], [-1.647521, -5.173937, 0.292422], [-4.008211, -5.013418, -0.291870], [-3.754987, -4.224869, 1.275309], [-5.253671, -2.971736, -0.324030], [-5.959545, 2.708700, 2.853487], [-4.629960, 4.322150, 2.223258], [-2.462444, 5.101142, 1.938102], [-0.823530, 3.490446, 0.475174], [-0.806355, 4.346509, -3.358059], [-2.081720, 1.942619, -2.983766], [-3.149376, 1.749246, -3.070633], [-1.614688, 1.036200, -2.600354], [-1.670523, 2.166848, -3.964113], [-2.399597, 1.964474, -0.271668], [-7.408717, 2.027031, 1.195466], [-2.972035, -0.565484, -1.511417], [-3.691853, -0.874230, -3.091279], [-0.459357, -1.655487, -1.007668], [1.256225, -0.618076, -2.172405], [3.827525, -2.086974, 0.065524], [8.422144, 0.924765, 1.507904], [9.940595, 3.164620, 2.136940], [11.270298, 3.463928, 0.911705]], "forces_ev_per_a": [[-0.08, -0.03, -0.37], [-0.38, -0.06, 0.34], [0.62, 0.16, -0.05], [-0.13, -0.05, -0.01], [0.02, 0.01, -0.09], [-0.15, -0.35, 0.21], [-0.05, 0.05, 0.04], [0.01, 0.04, -0.01], [0.35, 0.17, -0.26], [-0.15, -0.18, 0.49], [0.06, 0.10, -0.07], [0.02, -0.02, -0.07], [-0.38, 0.23, -0.68], [0.24, -0.08, 0.26], [-0.07, -0.01, 0.05], [-0.08, 0.05, 0.12], [0.48, -0.20, 0.34], [-0.04, 0.41, -0.09], [0.00, -0.08, 0.08], [0.01, -0.09, -0.07], [-0.11, -0.09, 0.05], [0.11, 0.12, -0.07], [-0.47, 0.21, -0.09], [-0.04, -0.26, 0.37], [-0.01, 0.00, -0.08], [0.01, 0.07, -0.02], [0.19, 0.55, -0.09], [-0.03, -0.17, 0.16], [-0.46, -0.30, -0.09], [-0.22, 0.50, 0.30], [0.03, -0.10, 0.00], [0.01, -0.04, -0.07], [0.47, -0.45, 0.04], [-0.05, 0.34, 0.25], [0.02, 0.02, -0.11], [-0.13, -0.09, -0.03], [0.06, -0.11, 0.03], [0.08, 0.04, 0.13], [-0.43, 0.43, -0.01], [0.28, 0.10, 0.27], [-0.15, 0.02, 0.00], [0.03, 0.00, -0.10], [-0.06, -0.15, -0.01], [-0.05, -0.35, 0.10], [0.16, 0.17, 0.27], [-0.13, -0.01, -0.05], [-0.08, -0.01, 0.01], [0.06, -0.53, -0.26], [0.04, 0.02, -0.03], [0.13, -0.24, -0.06], [-0.02, 0.44, 0.24], [0.35, -0.29, 0.15], [-0.04, 0.04, 0.00], [-0.09, 0.09, -0.01], [-0.60, 0.33, 0.41], [0.19, -0.35, 0.05], [-0.10, 0.07, 0.07], [-0.08, 0.01, -0.09], [0.02, 0.10, -0.02], [0.07, -0.15, -0.09], [0.42, 0.22, 0.06], [0.02, 0.12, 0.14], [-0.06, -0.31, 0.06], [0.06, 0.29, -0.10], [0.00, -0.19, 0.05], [-0.03, 0.36, 0.00], [-0.01, -0.61, 0.26], [-0.14, -0.07, -0.28], [0.00, 0.07, 0.03], [0.06, 0.32, -0.10], [0.20, -0.13, -0.02], [-0.71, -0.18, -0.04], [0.33, 0.35, -0.23], [-0.05, -0.03, 0.04], [-0.06, -0.02, 0.08], [-0.23, -0.38, -0.11], [0.10, 0.21, -0.23], [0.06, -0.14, 0.06], [0.01, 0.01, 0.15], [-0.13, -0.11, 0.06], [0.00, -0.01, -0.04], [-0.18, 0.59, 0.16], [0.05, 0.02, -0.01], [0.06, 0.15, 0.06], [0.06, -0.36, -0.27], [0.29, 0.38, -0.07], [-0.29, -0.33, -0.19], [-0.02, 0.08, -0.10], [0.67, 0.29, 0.15], [-0.37, 0.20, -0.17], [-0.01, -0.02, 0.12], [0.16, -0.02, 0.03], [0.03, -0.15, -0.04], [-0.07, 0.02, -0.21], [-0.20, -0.81, -0.49], [0.17, -0.35, -0.60], [0.20, 1.04, 1.01], [-0.20, -0.05, -0.23], [-0.05, 0.00, 0.11], [0.54, -0.21, 0.02], [0.02, 0.23, -0.39], [-0.03, -0.06, 0.03], [0.01, -0.02, 0.08], [-0.16, -0.37, 0.15], [-0.10, 0.14, -0.09], [-0.08, 0.02, -0.11], [-0.08, -0.11, -0.01], [-0.04, -0.14, 0.04], [-0.03, -0.04, -0.01], [-0.03, 0.08, -0.06], [-0.08, -0.08, 0.06], [0.03, -0.09, 0.08], [-0.02, 0.14, -0.10], [-0.03, -0.04, 0.00], [-0.08, -0.08, 0.00], [0.10, 0.07, -0.04], [0.06, -0.11, -0.12], [0.06, -0.06, -0.13], [0.05, -0.03, 0.05], [-0.20, 0.01, -0.05], [0.01, 0.02, -0.10], [0.06, 0.12, -0.01], [-0.12, -0.10, -0.06], [0.01, -0.12, 0.03], [0.00, -0.04, -0.10], [0.07, 0.09, -0.03], [0.20, 0.07, 0.08], [0.09, 0.02, -0.05], [0.07, 0.03, -0.05], [0.09, -0.03, 0.05], [0.05, -0.03, 0.06], [0.07, 0.10, 0.04], [-0.11, 0.11, -0.12], [-0.10, -0.01, 0.20], [0.21, 0.04, -0.13]], "mulliken_charge": [-1.0760, 0.6655, -0.2778, -0.4707, 0.2975, -0.6572, 0.3843, 0.4293, 0.3722, -0.9716, 0.5157, 0.3832, -0.4489, -0.6062, 0.4095, 0.4636, 1.6560, -2.0986, 0.5498, 0.3567, 0.3694, -0.4271, 0.4950, -1.8142, 0.4207, 0.3560, 0.6301, -0.1887, 0.0615, -2.0231, 0.3280, 0.4838, 1.8727, -2.1125, 0.4362, 0.3536, 0.4702, -0.0989, 1.9289, -1.8438, 0.5309, 0.3660, 0.3431, -0.4913, -1.9399, 0.3941, 0.3742, 1.7715, -0.3758, -0.5048, -0.0347, -2.2279, 0.4809, 0.4300, 2.1745, -1.8919, 0.4483, 0.3883, 0.3577, -0.2763, 2.5302, -0.2477, -1.1003, 0.1311, -0.6347, -0.4630, 0.3320, -2.1485, 0.3486, -0.4317, -0.0288, 0.0309, -1.6792, 0.3957, 0.3046, 1.4122, -1.9393, 0.1196, 0.4863, 0.3631, 0.0048, -1.6936, 0.4851, 1.3798, -1.1696, -2.2007, -0.4289, -0.0967, 1.7004, -1.8290, 0.4344, 0.1429, 0.4352, -1.8987, 0.9513, 0.2915, -0.7890, -0.6417, -0.2174, 0.1102, -1.7029, 0.3762, 0.4417, -0.3781, -0.3495, 0.5300, 0.1261, 0.7124, -0.1938, -0.0491, 0.3331, 0.7683, 0.5891, 0.6213, 0.4911, 0.8084, 0.5709, 0.6920, 0.4630, 0.7221, 0.5793, -0.8786, 0.1491, -0.0490, 0.6136, -0.5666, 0.5900, -1.1481, 1.1741, 0.1404, 0.1998, 0.1705, 0.2072, 0.3204, 0.2832], "lumo_ev": 0.165, "total_energy_ev": -83697.6856, "molar_mass_g_mol": 911.09, "multiplicity": 1, "homo_energy_ev": -9.0617, "de_lowest_kcal_mol": 0.0}